Density functional theory data (ωB97M-V with the def2-TZVPD basis set) for a molecular structure, C30H43BrCl2GaNP.

Computed properties:
**HOMO**: -1.828 eV
**Gap between HOMO and LUMO**: 0.14375 Ha
**Net charge**: -1
**Strongest force on any atom**: 2.38 eV/Å

```
79
Properties=species:S:1:pos:R:3:mulliken_charge:R:1
P 0.1122 -0.6315 -0.6922 -0.034
C 1.6605 -0.0131 -1.6341 0.046
C 1.8934 -0.4420 -3.0890 -0.180
C 3.2765 0.0057 -3.5773 -0.966
C 3.5921 1.4836 -3.3049 -0.660
C 3.1822 1.9741 -1.9116 -0.885
C 1.7787 1.5097 -1.4984 -0.108
C -1.3261 0.2494 -1.5445 0.846
C -1.1653 0.4040 -3.0493 -0.818
C -2.4612 0.9194 -3.6757 -1.054
C -2.9548 2.2154 -3.0234 -0.737
C -2.9016 2.2241 -1.4870 -0.980
C -1.6245 1.6082 -0.8912 -0.549
C -0.0824 -2.3273 -1.4768 -0.115
C 1.1047 -3.2145 -1.0789 -0.810
C 1.0296 -4.5899 -1.7599 -0.797
C -0.3171 -5.2974 -1.5687 -0.750
C -1.5334 -4.3878 -1.7777 -0.802
C -1.4036 -3.0120 -1.1052 -0.652
H 2.4545 -0.4731 -1.0145 0.735
H 1.1372 0.0049 -3.7449 0.096
H 1.7999 -1.5306 -3.2045 0.103
H 3.3533 -0.1870 -4.6546 0.378
H 4.0337 -0.6196 -3.0874 0.389
H 4.6683 1.6481 -3.4369 0.377
H 3.0849 2.1006 -4.0581 0.302
H 3.8946 1.5987 -1.1651 0.372
H 3.2221 3.0695 -1.8750 0.396
H 1.5776 1.8166 -0.4614 -0.664
H 1.0343 2.0072 -2.1384 0.281
H -2.1808 -0.4187 -1.3428 0.429
H -3.2260 0.1383 -3.5771 0.388
H -0.8821 -0.5443 -3.5278 0.240
H -0.3662 1.1302 -3.2490 0.137
H -2.2967 1.0829 -4.7480 0.391
H -3.9858 2.4050 -3.3443 0.404
H -2.3500 3.0500 -3.4016 0.271
H -3.0014 3.2549 -1.1242 0.423
H -3.7624 1.6639 -1.0962 0.376
H -1.7364 1.4880 0.1974 -0.006
H -0.7775 2.2939 -1.0471 0.187
H -0.0747 -2.1645 -2.5687 0.201
H 2.0621 -2.7379 -1.3342 0.311
H 1.0944 -3.3392 0.0143 0.344
H 1.2153 -4.4621 -2.8350 0.316
H 1.8365 -5.2235 -1.3734 0.404
H -0.3572 -5.7157 -0.5551 0.320
H -0.3798 -6.1468 -2.2586 0.352
H -2.4340 -4.8856 -1.3983 0.401
H -1.6861 -4.2338 -2.8544 0.362
H -2.2661 -2.3937 -1.3887 0.130
H -1.4462 -3.1210 -0.0131 0.299
Ga -0.0866 0.0431 2.6365 0.606
Cl -1.7919 -1.0407 1.7560 -0.440
Cl 2.0008 -0.0040 1.9947 -0.399
C -0.6946 1.6401 3.5801 -1.012
H -1.2531 1.4447 4.5051 0.256
C -0.5498 3.0022 3.2836 0.829
C -1.1026 3.9899 4.1800 -0.860
C -1.1968 5.3188 3.8087 -0.326
C -0.6944 5.7471 2.5628 -0.593
C -0.0425 4.8299 1.7161 -0.337
C 0.0658 3.4910 2.0713 0.448
H -1.4768 3.6387 5.1456 0.270
H -1.6619 6.0380 4.4871 0.325
H 0.3852 5.1803 0.7727 0.334
H 0.6074 2.7758 1.4454 -0.071
H -0.7985 6.7899 2.2671 0.324
Br -1.6145 -4.4377 6.1989 -0.212
C -0.4892 -2.9408 5.8718 -0.351
C 0.4675 -2.5387 6.8076 0.012
C 1.2609 -1.4311 6.5029 -0.825
C 1.0788 -0.7681 5.2890 -0.005
N 0.1683 -1.1746 4.3795 0.007
C -0.6222 -2.2431 4.6668 -0.091
H 0.5770 -3.0798 7.7401 0.437
H 2.0238 -1.0647 7.1841 0.353
H 1.6764 0.1076 5.0290 0.372
H -1.3557 -2.5474 3.9301 0.506
```

=====

Density functional theory data (ωB97M-V with the def2-TZVPD basis set) for a molecular structure, C30H43BrN7O3PSc.

Computed properties:
**HOMO**: -15.606 eV
**Gap between HOMO and LUMO**: 0.27932 Ha
**Net charge**: +3
**Energy above the lowest of the compared OMol25 structures with the same formula, charge and spin**: 0.414 eV
**Strongest force on any atom**: 0.63 eV/Å

```
86
Properties=species:S:1:pos:R:3:mulliken_charge:R:1
Sc -1.2812 0.6433 -0.1634 -0.935
C -2.3935 0.1832 2.6875 -0.541
C -3.8332 -0.2219 2.4778 -1.615
C -4.4491 0.0906 1.1379 0.680
C -5.8348 0.0081 1.0493 -0.900
C -6.4806 0.3278 -0.1258 -0.660
C -5.7115 0.7620 -1.1974 -1.032
C -4.3466 0.8145 -1.0443 -0.475
N -3.6879 0.4591 0.0871 0.696
N -1.4205 -0.4609 1.7791 1.163
C -0.0345 -0.0123 2.1479 -2.499
C 0.3558 1.1654 1.2827 3.119
C 0.7617 2.4068 1.9150 -1.130
C 1.2727 3.4213 1.1895 -0.769
C 1.3491 3.2304 -0.2434 -1.421
C 1.2316 2.0137 -0.7929 -0.271
N 1.1626 0.8265 0.0631 1.313
C -1.5358 -1.9208 1.7256 -0.935
C -0.6957 -2.4490 0.5957 0.203
C -0.1951 -3.7428 0.6052 -1.173
C 0.5560 -4.1778 -0.4716 -0.644
C 0.8074 -3.2952 -1.5160 -1.195
C 0.2737 -2.0266 -1.4489 -0.446
N -0.4832 -1.6053 -0.4214 1.295
H -2.1135 -0.0407 3.7224 0.431
H -2.2830 1.2656 2.5590 0.294
H -4.4196 0.3006 3.2370 0.666
H -3.9795 -1.2792 2.7098 0.462
H -6.3971 -0.2969 1.9222 0.556
H -7.5581 0.2642 -0.1991 0.444
H -6.1586 1.0684 -2.1321 0.541
H -3.7451 1.1940 -1.8536 0.618
H 0.6325 -0.8667 2.0655 0.222
H -0.0462 0.2965 3.1958 0.837
H 0.5834 2.5301 2.9797 0.437
H 1.5370 4.3709 1.6314 0.547
H 1.4527 4.0871 -0.8999 0.525
H 1.2953 1.8189 -1.8529 0.900
H -2.5742 -2.1964 1.5387 0.597
H -1.2412 -2.3794 2.6754 0.421
H -0.4009 -4.3952 1.4438 0.633
H 0.9450 -5.1875 -0.4973 0.473
H 1.3979 -3.5894 -2.3723 0.549
H 0.4500 -1.3118 -2.2427 0.736
Br -1.0272 2.9193 -3.2385 0.021
C -1.6370 1.1632 -3.5546 0.015
C -2.0299 0.8637 -4.8492 -0.767
C -2.5695 -0.3842 -5.1000 -0.445
C -2.7109 -1.2755 -4.0442 -1.184
C -2.2796 -0.8911 -2.7964 -0.272
N -1.7203 0.3114 -2.5269 0.916
H -1.9254 1.6032 -5.6295 0.511
H -2.8900 -0.6486 -6.0991 0.463
H -3.1532 -2.2515 -4.1842 0.525
H -2.3917 -1.5610 -1.9559 0.567
C 5.6083 1.2388 2.2520 -1.362
C 4.1154 1.1941 2.0853 -0.041
O 3.8205 0.9523 0.6495 -0.241
P 2.6701 0.0962 0.0763 -0.767
O 2.4699 -1.2143 0.8741 -0.118
C 3.5801 -2.1867 1.0714 -0.168
C 3.2616 -3.0087 2.2878 -1.257
O 3.0075 -0.1525 -1.4021 -0.186
C 4.2383 0.2874 -2.1285 -0.333
C 5.3688 -0.6705 -1.8847 -1.033
H 5.8390 1.4550 3.2955 0.434
H 6.0442 2.0258 1.6389 0.351
H 6.0736 0.2874 1.9949 0.327
H 3.6394 2.1397 2.3294 0.285
H 3.6523 0.3916 2.6618 0.252
H 4.5053 -1.6224 1.1882 0.327
H 3.6283 -2.7778 0.1588 0.257
H 3.2078 -2.3892 3.1827 0.296
H 4.0549 -3.7421 2.4347 0.494
H 2.3220 -3.5459 2.1629 0.245
H 4.4591 1.2995 -1.7983 0.337
H 3.9176 0.2999 -3.1656 0.363
H 5.6888 -0.6581 -0.8424 0.227
H 6.2201 -0.3614 -2.4926 0.463
H 5.1009 -1.6847 -2.1787 0.310
N -3.1570 3.4617 -0.2759 -0.796
N -1.8835 2.9267 0.1130 0.123
H -3.2015 4.4538 -0.0637 0.315
H -3.8761 2.9945 0.2614 0.169
H -1.6072 3.2168 1.0514 0.360
H -1.1975 3.3508 -0.5079 0.301
```

=====

Density functional theory data (ωB97M-V with the def2-TZVPD basis set) for a molecular structure, C30H43IrN4O6SbSe.

Computed properties:
**HOMO (spin up / spin down)**: -11.710 / -14.016 eV
**Gap between HOMO and LUMO (spin up / spin down)**: 0.20218 / 0.18601 Ha
**Net charge**: +2
**Energy above the lowest of the compared OMol25 structures with the same formula, charge and spin**: 2.554 eV
**Multiplicity**: 6
**Strongest force on any atom**: 2.49 eV/Å

```
86
Properties=species:S:1:pos:R:3:mulliken_spin:R:1
Ir 0.0641 -0.1398 0.0778 1.531
C -6.5700 -0.8846 -1.7772 -0.004
C -5.2448 -0.4580 -1.2981 0.192
C -4.7655 0.8278 -1.5961 0.040
C -3.4916 1.2527 -1.2915 0.193
C -3.0380 2.5138 -1.7311 0.001
N -1.9130 3.0668 -1.3661 0.068
C -1.3531 4.2409 -1.9858 -0.017
C -0.3194 3.8580 -3.0551 0.038
C 0.9751 3.3137 -2.4513 -0.027
N 1.6055 4.3387 -1.6515 0.245
C 2.3220 4.2822 -0.5330 0.227
C 2.7570 3.2190 0.2783 0.095
C 3.8028 3.5079 1.1848 0.348
C 4.5265 2.5198 1.8490 0.155
C 5.6001 2.8909 2.8058 -0.011
C 4.2663 1.1843 1.5435 0.486
C 3.1444 0.8294 0.7718 0.118
C 2.9420 -0.5145 0.3610 -0.029
N 1.8554 -1.0565 -0.1377 0.047
C 2.0357 -2.3672 -0.7427 0.001
C 0.7573 -3.1932 -0.8650 0.026
C -0.1022 -3.1027 0.4035 -0.023
N -0.8991 -1.9020 0.3045 0.180
C -2.1886 -2.0324 0.1457 -0.017
C -3.0815 -1.0528 -0.3283 0.255
C -4.3981 -1.3435 -0.6133 -0.028
C -2.4487 0.2860 -0.7436 -0.068
O -1.7155 0.7686 0.2863 0.130
C 2.2551 1.8596 0.3033 0.154
O 1.0566 1.6011 -0.0392 0.205
H -7.2560 -0.0471 -1.8677 0.006
H -7.0033 -1.6650 -1.1600 0.007
H -6.4411 -1.3011 -2.7806 0.034
H -5.4220 1.5125 -2.1157 0.008
H -3.7017 3.0886 -2.3655 0.004
H -1.3108 2.5246 -0.7436 -0.007
H -0.8936 4.8533 -1.2061 0.004
H -2.1578 4.8049 -2.4586 0.000
H -0.1035 4.7340 -3.6687 0.001
H -0.7607 3.0942 -3.6979 -0.007
H 1.6487 3.0217 -3.2661 0.012
H 0.7784 2.4280 -1.8481 0.002
H 1.5756 5.2504 -2.0961 -0.017
H 2.7395 5.2406 -0.2474 0.002
H 4.0796 4.5404 1.3282 0.009
H 5.4528 3.8964 3.1903 0.000
H 6.5710 2.8627 2.3050 0.038
H 5.6469 2.1875 3.6351 0.004
H 4.9174 0.4088 1.9125 0.017
H 3.8393 -1.1314 0.3990 -0.013
H 2.7752 -2.9288 -0.1591 -0.001
H 2.4480 -2.2225 -1.7481 0.002
H 1.0338 -4.2312 -1.0453 0.002
H 0.1673 -2.8529 -1.7188 -0.009
H 0.5461 -3.0467 1.2842 0.009
H -0.7409 -3.9879 0.4889 0.000
H -2.6251 -3.0132 0.3343 0.009
H -4.7741 -2.3256 -0.3647 0.003
C 1.0348 2.5125 4.7119 0.018
C 1.6502 1.1326 4.6915 0.094
Sb 0.8765 -0.2199 3.1096 0.225
C -0.9475 -1.0148 4.0280 0.005
C -2.1346 -0.1024 3.8012 0.000
C 2.3017 -1.8723 3.4806 0.022
C 2.4106 -2.2370 4.9454 0.004
H 1.4281 3.0674 5.5648 0.004
H -0.0480 2.4645 4.8200 0.001
H 1.2741 3.0704 3.8071 0.002
H 1.4335 0.6011 5.6152 0.006
H 2.7285 1.1810 4.5432 -0.008
H -0.7360 -1.1272 5.0885 0.005
H -1.1143 -1.9967 3.5884 0.000
H -1.9872 0.8612 4.2836 0.000
H -3.0314 -0.5525 4.2214 0.000
H -2.3034 0.0702 2.7386 0.000
H 3.2609 -1.5410 3.0865 -0.004
H 1.9737 -2.7339 2.9053 -0.002
H 2.8226 -1.4250 5.5372 0.001
H 3.0771 -3.0915 5.0520 0.003
H 1.4466 -2.5232 5.3562 0.000
O -3.4780 -0.7876 -3.4977 0.010
Se -2.1397 0.0037 -3.5901 0.000
O -2.2803 1.5699 -3.7734 0.022
O -1.5242 -0.0195 -1.7747 -0.040
O -0.9209 -0.6502 -4.2890 0.003
```

=====

> strongest force on any atom of number 1 (C30H43BrCl2GaNP)?

2.38 eV/Å

=====

> Number 2 is which compound?

C30H43BrN7O3PSc